This record from the OMol25 dataset describes a molecular structure, C40H32F2N4O2PtSTe. The level of theory is ωB97M-V with the def2-TZVPD basis set.

The calculation puts the relative energy (zero: lowest compared OMol25 entry of this formula, charge and spin) at 20.0 kcal/mol. As for the maximum force: 3.09 eV/Å. Its spin multiplicity is 3. The expectation value of S² is 2.0322. The total charge is 0. The calculation puts the gap between HOMO and LUMO (spin up / spin down) at 4.9 / 4.7 eV. The value obtained for the HOMO energy (spin up / spin down) is -5.40 / -6.73 eV. Its LUMO energy (spin up / spin down) is -0.48 / -2.03 eV.

Each line ends with the Löwdin spin population.
Element x y z (Å)
1 Pt 0.598 1.424 -0.864  0.00
2 C -5.004 -1.820 2.575  0.00
3 C -4.019 -1.084 1.703  0.00
4 C -4.431 -0.390 0.575  0.07
5 C -3.528 0.302 -0.230  0.09
6 C -4.082 0.993 -1.411  0.44
7 O -5.084 0.450 -1.999  0.92
8 C -3.575 2.287 -1.890  0.07
9 C -2.929 3.194 -1.048  0.07
10 C -2.537 4.428 -1.531  0.00
11 C -2.803 4.789 -2.848  0.08
12 C -3.465 3.903 -3.687  0.00
13 C -3.850 2.660 -3.215  0.07
14 C -2.113 0.245 0.012  0.06
15 O -1.358 0.813 -0.868  0.04
16 C -1.687 -0.494 1.167  0.00
17 C -2.669 -1.095 1.986  0.08
18 C -0.295 -0.700 1.563  0.00
19 N 0.724 -0.228 0.929  -0.01
20 C 2.075 -0.367 1.463  0.00
21 C 2.673 -1.763 1.312  0.00
22 Te 2.777 -2.427 -0.735  0.00
23 C 0.815 -3.243 -0.892  0.00
24 C -0.253 -2.417 -1.226  0.00
25 C -1.536 -2.938 -1.331  0.00
26 C -1.756 -4.289 -1.097  0.00
27 C -0.689 -5.116 -0.771  0.00
28 C 0.595 -4.597 -0.672  0.00
29 C -0.045 -1.613 2.740  0.00
30 C -0.222 -2.984 2.553  0.00
31 C 0.143 -3.886 3.539  0.00
32 C 0.677 -3.427 4.736  0.00
33 C 0.802 -2.064 4.950  0.00
34 C 0.442 -1.158 3.960  0.00
35 H -6.023 -1.659 2.224  0.00
36 H -4.941 -1.489 3.613  0.00
37 H -4.802 -2.893 2.555  0.00
38 H -5.481 -0.344 0.314  0.00
39 H -2.758 2.937 -0.011  0.00
40 H -2.024 5.119 -0.876  0.00
41 H -2.507 5.764 -3.212  0.01
42 H -3.691 4.183 -4.708  0.00
43 H -4.368 1.957 -3.855  0.00
44 H -2.341 -1.606 2.879  0.00
45 H 2.095 -0.085 2.519  0.00
46 H 2.708 0.345 0.934  0.00
47 H 2.115 -2.511 1.868  0.00
48 H 3.700 -1.757 1.680  0.00
49 H -0.095 -1.355 -1.369  0.00
50 H -2.357 -2.278 -1.583  0.00
51 H -2.757 -4.695 -1.168  0.00
52 H -0.856 -6.171 -0.593  0.00
53 H 1.427 -5.243 -0.419  0.00
54 H -0.642 -3.339 1.623  0.00
55 H 0.016 -4.947 3.362  0.00
56 H 0.990 -4.131 5.497  0.00
57 H 1.188 -1.699 5.894  0.00
58 H 0.538 -0.095 4.146  0.00
59 N 4.428 1.267 -2.205  0.00
60 C 4.802 2.143 -1.212  0.00
61 C 6.047 2.541 -0.746  0.00
62 C 6.063 3.478 0.271  0.00
63 C 4.877 4.023 0.773  0.00
64 C 3.638 3.614 0.317  0.00
65 C 3.602 2.624 -0.659  0.00
66 N 2.538 2.013 -1.299  0.00
67 C 3.071 1.221 -2.228  0.00
68 C 2.241 0.436 -3.092  0.00
69 C 2.538 -0.292 -4.210  0.00
70 S 1.105 -1.020 -4.821  0.00
71 C 0.200 -0.296 -3.552  0.00
72 N 0.913 0.413 -2.742  0.00
73 H 5.037 0.757 -2.821  0.00
74 H 6.965 2.148 -1.162  0.00
75 H 7.011 3.803 0.680  0.00
76 H 4.926 4.793 1.531  0.00
77 H 2.730 4.057 0.697  0.00
78 H 3.484 -0.423 -4.707  0.00
79 H -0.868 -0.428 -3.464  0.00
80 F 1.227 2.570 1.708  0.00
81 C 0.276 2.661 0.695  0.00
82 F 0.314 3.990 0.293  0.00
83 H -0.691 2.514 1.190  0.00